The following is a quantum chemistry calculation of 11 unconnected molecules or ions with the total composition C25H54BBr20FOSi in a non-equilibrium geometry, from the OMol25 dataset.

2S+1: 1
HOMO level (eV): -8.9
LUMO energy (eV): 0.3
Frontier orbital gap (eV): 9.217
Structure (SMILES): CCB(O)[SiH2]CCCF.BrCCBr.BrCCBr.BrCCBr.BrCCBr.BrCCBr.BrCCBr.BrCCBr.BrCCBr.BrCCBr.BrCCBr

Structure (XYZ):
```
103
Properties=species:S:1:pos:R:3:forces:R:3:mulliken_charge:R:1
C 3.38268 -3.55630 0.46517 0.46 0.15 0.49 -1.353
C 2.80262 -2.48019 1.39637 -0.35 -0.56 -0.86 -0.109
B 1.34371 -1.99069 1.06408 0.46 0.43 0.88 0.408
O 0.74560 -1.15001 2.02106 -0.42 -0.60 0.00 -0.386
Si 0.35401 -2.43494 -0.61413 -0.47 0.23 -0.41 -0.009
C -1.50960 -2.12658 -0.54333 0.15 -0.39 0.26 -0.295
C -2.19248 -2.48281 0.79209 -0.60 -0.11 -0.65 0.441
C -2.88092 -3.84462 0.77006 0.85 0.05 0.72 -0.304
F -2.23649 -4.69147 1.70462 -0.22 -0.03 -0.14 -0.407
H 3.73474 -3.13099 -0.46867 -0.20 0.02 -0.30 0.198
H 4.26331 -3.98648 0.93461 0.19 -0.16 -0.01 0.417
H 2.69941 -4.37306 0.26398 -0.19 -0.06 -0.12 0.334
H 3.43220 -1.59242 1.30335 0.11 0.25 0.28 0.198
H 2.86446 -2.82797 2.42828 -0.04 0.19 0.26 0.256
H 0.38162 -1.66742 2.75818 0.25 0.45 -0.08 0.286
H 0.90215 -1.61276 -1.72178 0.08 -0.09 -0.07 -0.149
H 0.57953 -3.86850 -0.91255 0.01 -0.07 -0.10 -0.154
H -1.95233 -2.75652 -1.31231 -0.05 -0.06 -0.26 0.176
H -1.76218 -1.11526 -0.83614 0.18 0.33 0.05 0.108
H -1.52737 -2.47751 1.64623 0.18 0.08 0.15 0.032
H -2.96779 -1.74776 0.97289 0.08 0.24 0.23 -0.185
H -2.79214 -4.32750 -0.19431 -0.11 -0.16 -0.12 0.227
H -3.91703 -3.76062 1.08248 -0.18 -0.18 0.00 0.228
Br 5.53877 0.22905 3.34771 -0.03 0.03 0.08 -0.095
C 4.18061 0.09106 4.73664 0.10 -0.10 -0.12 -0.676
C 2.80864 0.42321 4.21258 -0.02 0.14 0.15 -0.168
Br 2.58387 2.34014 3.97522 0.00 0.00 -0.17 -0.116
H 4.48983 0.74864 5.54277 -0.05 0.02 0.02 0.442
H 4.21701 -0.94185 5.07666 -0.05 -0.01 -0.02 0.375
H 2.04655 0.13003 4.93188 0.02 0.00 0.03 0.376
H 2.59248 -0.03705 3.25451 0.00 -0.01 0.00 -0.077
Br -2.03299 1.51104 0.53775 -0.02 -0.05 -0.04 -0.175
C -3.69374 1.91732 -0.39573 0.17 0.10 0.21 -0.311
C -4.89242 1.57223 0.44227 -0.06 -0.25 -0.11 -0.543
Br -5.22580 -0.35068 0.47538 -0.08 0.08 -0.02 -0.127
H -3.66632 1.38005 -1.33778 0.00 -0.01 0.00 0.099
H -3.66272 2.98675 -0.59092 -0.06 0.00 -0.03 0.369
H -5.79253 2.00511 0.02042 -0.01 0.02 -0.07 0.141
H -4.78349 1.89112 1.47136 0.03 -0.01 0.04 0.527
Br 8.37561 -0.10151 1.30542 0.17 -0.06 -0.04 -0.133
C 9.47854 -0.27533 2.89525 -0.22 -0.02 -0.03 -0.541
C 10.23167 0.99681 3.17546 0.20 -0.01 0.04 -0.538
Br 11.74272 1.21817 1.96843 -0.06 0.03 -0.01 -0.137
H 10.13308 -1.12624 2.73856 0.05 0.02 0.01 0.386
H 8.78445 -0.49503 3.70474 0.00 0.06 0.01 0.288
H 10.66030 0.97398 4.17477 -0.01 -0.03 0.01 0.370
H 9.61103 1.88064 3.06500 -0.04 -0.02 -0.03 0.278
Br 9.00483 4.00715 0.56955 -0.01 -0.06 -0.01 -0.124
C 8.79697 3.16432 -1.17194 0.09 0.18 0.07 -0.580
C 7.36668 3.21167 -1.64262 -0.03 -0.22 -0.01 -0.575
Br 6.27773 1.90745 -0.70042 -0.19 0.10 -0.06 -0.113
H 9.17225 2.15016 -1.07401 -0.03 -0.03 0.01 0.332
H 9.43950 3.72736 -1.84519 -0.03 0.01 -0.02 0.356
H 7.29982 2.94551 -2.69514 0.06 0.00 0.00 0.332
H 6.90620 4.18095 -1.48420 0.03 0.03 0.02 0.367
Br -3.25423 2.99091 -3.91645 -0.04 -0.05 -0.01 -0.125
C -5.00728 2.14525 -4.02025 0.15 0.08 -0.19 0.087
C -6.11983 3.15602 -3.99023 -0.12 -0.05 0.16 -0.612
Br -6.40091 3.85774 -2.19517 -0.02 0.07 -0.04 -0.141
H -5.06350 1.43846 -3.19830 -0.05 -0.02 0.01 0.285
H -5.01501 1.60191 -4.96220 -0.06 0.01 0.01 -0.250
H -7.05985 2.68538 -4.26898 0.01 -0.03 -0.01 0.385
H -5.93575 4.00774 -4.63605 0.06 -0.02 -0.03 0.396
Br -8.46875 -4.84372 -2.72249 0.07 -0.02 -0.03 -0.145
C -7.02696 -5.81363 -1.84743 -0.23 0.02 0.01 -0.640
C -6.26284 -4.93520 -0.89417 0.26 0.00 0.00 -0.579
Br -5.07026 -3.71917 -1.83269 -0.19 0.11 -0.14 -0.121
H -6.39953 -6.21948 -2.63365 0.05 0.01 0.01 0.356
H -7.50882 -6.62730 -1.31033 0.02 0.01 0.04 0.384
H -5.61787 -5.53749 -0.25644 -0.01 -0.03 -0.02 0.344
H -6.91144 -4.32268 -0.27658 -0.05 -0.01 -0.02 0.400
Br -9.88528 3.27744 0.69025 0.08 -0.04 0.00 -0.116
C -8.84326 2.94424 2.29852 -0.22 0.04 -0.07 -0.557
C -8.03687 4.15117 2.69752 0.19 -0.07 0.04 -0.546
Br -6.48498 4.37988 1.54642 -0.09 0.26 0.05 -0.118
H -8.22366 2.07652 2.09523 0.04 0.01 0.03 0.296
H -9.56808 2.69907 3.07131 0.01 0.03 0.03 0.357
H -7.63821 4.02809 3.70197 0.00 -0.04 0.00 0.330
H -8.60440 5.07389 2.64438 -0.05 -0.02 -0.03 0.372
Br 5.45453 -5.28049 -2.42744 -0.06 -0.02 -0.04 -0.132
C 5.02809 -4.60955 -4.20264 0.19 -0.01 0.14 -0.568
C 4.23330 -3.33288 -4.14324 -0.23 -0.02 -0.13 -0.634
Br 2.37566 -3.65806 -3.66349 0.15 -0.01 0.00 -0.104
H 4.49996 -5.40408 -4.71870 -0.04 0.02 -0.02 0.358
H 5.98770 -4.43741 -4.68487 -0.01 0.04 -0.01 0.344
H 4.20163 -2.86207 -5.12327 0.03 -0.02 -0.01 0.371
H 4.62506 -2.62888 -3.41636 0.05 -0.02 0.02 0.366
Br 4.69740 4.98674 7.57114 -0.03 -0.05 -0.05 -0.123
C 3.01679 5.34359 6.65776 0.15 0.14 0.07 -0.311
C 1.83236 5.08389 7.54951 -0.12 -0.14 -0.11 -0.579
Br 1.49560 3.17932 7.74712 -0.01 0.00 0.14 -0.131
H 3.00965 4.72592 5.76584 -0.03 -0.03 0.01 0.054
H 3.05763 6.39298 6.37472 -0.03 0.01 0.02 0.345
H 0.92712 5.49446 7.10801 0.02 0.01 -0.04 0.342
H 1.96288 5.48595 8.54843 0.04 0.02 0.00 0.378
Br -5.18778 -1.02479 -6.32066 -0.03 -0.01 -0.07 -0.127
C -4.26523 -0.41292 -7.92220 0.04 -0.11 0.18 -0.546
C -3.89334 1.04248 -7.82991 -0.06 0.12 -0.13 -0.553
Br -5.43586 2.20002 -8.10073 0.03 -0.01 0.12 -0.121
H -4.92025 -0.62434 -8.76054 -0.01 0.03 -0.02 0.368
H -3.37185 -1.02884 -7.99420 0.03 0.03 0.01 0.353
H -3.19189 1.30810 -8.61724 0.00 -0.03 -0.01 0.367
H -3.46843 1.30594 -6.86580 0.03 -0.02 0.01 0.271
```
Forces are in eV/Å.